(1)
23
Properties=species:S:1:pos:R:3:nbo_charge:R:1 method="wB97M-V/def2-TZVPD" e_above_lowest_kcal_mol=34.88 smiles=CCC(C)C.O.O
C -2.33 1.05 0.44 -0.607
C -1.78 -0.37 0.41 -0.394
C -0.88 -0.72 -0.81 -0.248
C 0.27 -1.54 -0.25 -0.616
C -0.26 0.52 -1.40 -0.624
H -1.57 1.80 0.55 0.218
H -3.03 1.23 -0.49 0.189
H -3.00 1.13 1.27 0.211
H -1.17 -0.39 1.34 0.208
H -2.53 -1.18 0.39 0.203
H -1.48 -1.22 -1.61 0.205
H 1.21 -1.65 -0.78 0.190
H 0.08 -2.48 0.32 0.215
H 0.75 -0.97 0.59 0.206
H -0.98 1.28 -1.85 0.217
H 0.47 0.27 -2.13 0.200
H 0.50 1.18 -0.71 0.221
O 1.63 1.14 1.96 -0.972
H 2.06 1.99 2.09 0.483
H 2.20 0.37 1.84 0.491
O 3.45 -0.21 -0.13 -0.945
H 3.11 -1.13 0.06 0.470
H 3.30 -0.10 -1.09 0.479

(2)
23
Properties=species:S:1:pos:R:3:nbo_charge:R:1 method="wB97M-V/def2-TZVPD" e_above_lowest_kcal_mol=18.66 smiles=CCC(C)C.O.O
C -2.26 1.80 -0.79 -0.630
C -1.33 1.15 0.22 -0.408
C 0.17 1.45 -0.01 -0.197
C 0.97 0.85 1.18 -0.617
C 0.60 0.88 -1.36 -0.616
H -2.69 1.04 -1.45 0.211
H -1.87 2.52 -1.52 0.210
H -3.03 2.39 -0.30 0.213
H -1.45 0.08 0.44 0.214
H -1.51 1.60 1.21 0.196
H 0.36 2.53 0.10 0.191
H 2.05 0.79 1.00 0.207
H 0.64 1.52 1.98 0.208
H 0.59 -0.09 1.56 0.206
H -0.04 1.18 -2.18 0.209
H 1.65 1.06 -1.62 0.203
H 0.51 -0.20 -1.28 0.200
O -0.37 -2.90 2.19 -0.932
H -0.67 -3.82 2.17 0.470
H 0.59 -2.99 2.12 0.463
O 2.23 -3.92 -1.43 -0.931
H 2.20 -3.78 -0.47 0.463
H 2.67 -3.13 -1.76 0.469

(3)
24
Properties=species:S:1:pos:R:3:nbo_charge:R:1 method="wB97M-V/def2-TZVPD" e_above_lowest_kcal_mol=15.54 smiles="CC=C(C)C.O.O.O"
C 1.28 2.36 0.95 -0.656
C 0.91 1.27 -0.03 -0.204
C 1.00 1.45 -1.35 0.016
C 0.76 0.31 -2.33 -0.630
C 1.46 2.74 -1.97 -0.658
H 2.23 2.81 0.64 0.215
H 0.50 3.14 0.95 0.218
H 1.21 2.01 1.99 0.217
H 0.58 0.31 0.34 0.192
H 1.74 -0.11 -2.54 0.213
H 0.37 0.66 -3.28 0.208
H 0.13 -0.48 -1.91 0.213
H 0.79 3.58 -1.82 0.225
H 1.60 2.64 -3.05 0.213
H 2.43 3.04 -1.57 0.216
O 0.79 1.69 4.81 -0.939
H 1.74 1.74 4.61 0.471
H 0.45 0.93 4.33 0.470
O -4.10 -4.20 1.61 -0.940
H -4.35 -4.72 0.83 0.477
H -3.29 -3.82 1.26 0.461
O -2.91 -5.64 -0.48 -0.950
H -2.68 -6.55 -0.70 0.479
H -2.67 -5.16 -1.28 0.473

(4)
22
Properties=species:S:1:pos:R:3:nbo_charge:R:1 method="wB97M-V/def2-TZVPD" charge=-1
C 2.49 0.42 0.79 -0.624
C 1.83 -0.27 -0.47 -0.400
C 0.52 0.47 -0.92 -0.400
C -0.65 0.32 0.11 -0.515
C -1.70 1.46 -0.07 -0.619
P -1.49 -1.42 0.12 0.509
H 2.59 -0.35 1.59 0.202
H 1.86 1.23 1.20 0.205
H 3.50 0.77 0.51 0.187
H 2.56 -0.28 -1.31 0.176
H 1.62 -1.32 -0.19 0.223
H 0.79 1.56 -0.96 0.164
H 0.23 0.19 -1.96 0.200
H -0.20 0.46 1.12 0.178
H -2.47 1.35 0.73 0.210
H -2.17 1.50 -1.07 0.196
H -1.18 2.43 0.15 0.173
H -2.00 -1.24 -1.25 -0.221
H -0.31 -2.08 -0.45 -0.215
H -0.97 -1.65 1.49 -0.233
H -2.71 -0.82 0.64 -0.214
H -2.14 -2.74 0.21 -0.181

(5)
29
Properties=species:S:1:pos:R:3:nbo_charge:R:1 method="wB97M-V/def2-TZVPD" e_above_lowest_kcal_mol=0.00
C -0.59 -3.05 1.68 -0.267
O 0.36 -2.12 1.09 -0.799
H -0.01 -3.91 2.03 0.189
H -1.12 -2.46 2.53 0.189
H -1.35 -3.33 0.89 0.171
H 0.13 -1.16 1.29 0.508
C 0.61 3.83 -1.56 -0.262
O -0.61 3.93 -0.75 -0.747
H 1.23 4.73 -1.50 0.183
H 1.09 2.90 -1.32 0.176
H 0.32 3.76 -2.62 0.190
H -0.32 4.18 0.13 0.468
C -1.46 0.75 -1.25 -0.252
O -1.94 1.21 0.00 -0.746
H -1.98 1.10 -2.12 0.169
H -0.45 1.09 -1.46 0.158
H -1.53 -0.35 -1.27 0.191
H -1.84 2.18 -0.06 0.491
C 1.15 1.11 1.91 -0.246
O -0.06 0.51 2.24 -0.754
H 0.95 2.08 1.37 0.147
H 1.73 1.38 2.82 0.180
H 1.84 0.51 1.30 0.172
H -0.76 0.83 1.62 0.508
C 0.87 -3.91 -1.26 -0.475
Br -0.75 -4.37 -2.17 0.077
Br 1.87 -2.67 -2.37 0.048
Br 1.98 -5.40 -0.77 0.087
H 0.66 -3.33 -0.41 0.248

(6)
25
Properties=species:S:1:pos:R:3:nbo_charge:R:1 method="wB97M-V/def2-TZVPD" charge=+1 e_above_lowest_kcal_mol=36.44
N -1.22 -2.47 -0.42 -0.697
C -0.13 -1.94 -1.37 -0.209
C -0.34 -0.50 -1.70 -0.272
N -0.31 0.40 -0.57 -0.666
C 0.96 1.22 -0.51 -0.211
C 1.08 1.70 0.94 -0.435
C 1.02 3.24 0.93 -0.600
H -1.51 -1.73 0.26 0.479
H -1.93 -2.85 -1.04 0.434
H -0.80 -3.22 0.12 0.441
H 0.85 -2.13 -0.84 0.229
H -0.18 -2.62 -2.19 0.223
H 0.49 -0.41 -2.42 0.220
H -1.18 -0.37 -2.40 0.218
H -1.08 1.06 -0.57 0.379
H 0.88 2.07 -1.25 0.199
H 1.75 0.55 -0.81 0.200
H 2.08 1.44 1.39 0.218
H 0.46 1.38 1.79 0.210
H 1.72 3.62 0.18 0.206
H 1.41 3.66 1.85 0.225
H -0.01 3.51 0.66 0.197
H -0.90 -1.54 3.05 0.504
H -0.96 -0.32 1.96 0.502
O -0.73 -1.23 2.16 -0.994

(7)
25
Properties=species:S:1:pos:R:3:nbo_charge:R:1 method="wB97M-V/def2-TZVPD" charge=+1 e_above_lowest_kcal_mol=34.43
N -0.59 -1.33 -1.31 -0.689
C -0.42 0.14 -1.49 -0.050
C -1.79 0.91 -1.35 -0.247
C -3.00 0.05 -1.03 -0.637
C -1.77 2.10 -0.31 -0.609
C 0.72 0.56 -0.58 -0.244
N 0.45 -0.04 0.74 -0.883
H -0.86 -1.42 -0.31 0.463
H 0.28 -1.87 -1.28 0.446
H -1.28 -1.76 -1.92 0.447
H -0.12 0.31 -2.53 0.231
H -1.80 1.54 -2.22 0.238
H -3.84 0.70 -1.26 0.259
H -2.95 -0.36 -0.06 0.212
H -3.23 -0.82 -1.66 0.204
H -1.66 3.07 -0.76 0.236
H -1.02 2.01 0.48 0.193
H -2.66 1.98 0.31 0.231
H 0.89 1.63 -0.58 0.224
H 1.65 0.08 -0.89 0.208
H 1.22 -0.06 1.40 0.399
H -0.27 0.51 1.20 0.369
H 5.98 -1.42 3.77 0.467
H 5.04 -2.58 4.07 0.465
O 5.40 -1.77 4.45 -0.933

(8)
25
Properties=species:S:1:pos:R:3:nbo_charge:R:1 method="wB97M-V/def2-TZVPD" charge=+1 e_above_lowest_kcal_mol=40.01
C 0.16 -0.75 2.39 -0.203
C -0.14 0.65 1.96 -0.454
C 0.42 0.99 0.48 -0.424
C -0.73 1.24 -0.47 -0.429
C -0.06 1.64 -1.81 -0.218
N 0.73 0.56 -2.37 -0.882
N -0.66 -1.69 1.35 -0.723
H -0.03 -1.09 3.45 0.243
H 1.21 -0.92 2.28 0.225
H 0.08 1.43 2.82 0.264
H -1.19 0.86 1.88 0.217
H 1.07 1.75 0.58 0.229
H 1.14 0.20 0.12 0.202
H -1.44 2.14 -0.27 0.235
H -1.46 0.46 -0.42 0.194
H -0.89 1.85 -2.44 0.214
H 0.49 2.55 -1.56 0.199
H 1.75 0.62 -2.15 0.385
H 0.62 0.31 -3.33 0.400
H -1.64 -1.62 1.48 0.424
H -0.34 -2.62 1.46 0.431
H -0.41 -1.36 0.31 0.493
H 0.32 -0.97 -1.38 0.509
H 0.53 -2.50 -1.89 0.514
O 0.22 -1.97 -1.14 -1.044

(9)
26
Properties=species:S:1:pos:R:3:nbo_charge:R:1 method="wB97M-V/def2-TZVPD" e_above_lowest_kcal_mol=118.98
C 1.70 -0.46 -1.05 -0.016
C 3.00 1.31 0.73 -0.253
C 1.60 -1.73 -0.39 -0.787
O 1.90 0.45 0.55 -0.710
H 0.79 0.02 -1.41 0.233
H 2.63 -0.22 -1.55 0.196
H 3.94 0.83 0.41 0.157
H 3.08 1.58 1.78 0.187
H 2.88 2.23 0.15 0.170
H 0.60 -2.12 -0.24 0.225
H 2.38 -2.45 -0.60 0.227
H 1.83 -1.02 0.65 0.378
C -1.82 -0.34 0.69 -0.237
C -2.37 -1.65 0.14 -0.617
N -1.41 0.59 -0.36 -0.156
N -2.54 0.95 -1.14 -0.665
N -0.77 1.76 0.17 -0.705
H -3.13 1.62 -0.63 0.318
H -2.19 1.42 -1.97 0.358
H -1.25 2.07 1.02 0.313
H 0.18 1.48 0.42 0.391
H -0.94 -0.53 1.30 0.201
H -2.58 0.13 1.35 0.154
H -3.26 -1.47 -0.46 0.226
H -2.62 -2.33 0.96 0.208
H -1.63 -2.13 -0.50 0.204

(10)
26
Properties=species:S:1:pos:R:3:nbo_charge:R:1 method="wB97M-V/def2-TZVPD" charge=+2 e_above_lowest_kcal_mol=73.33
C -1.94 1.03 -2.29 -0.656
C -0.65 0.66 -1.63 -0.007
C -1.09 -0.34 -0.56 -0.464
C -0.01 -1.28 0.07 0.248
C 0.20 -1.18 1.40 -0.240
N 0.83 -1.99 2.34 -0.693
N 0.67 -1.94 -0.89 -0.785
N -0.06 1.89 -0.70 -0.726
H -1.99 1.78 -3.17 0.275
H -2.49 0.22 -2.52 0.255
H -2.72 1.29 -1.42 0.227
H 0.09 0.45 -2.32 0.243
H -1.83 -1.15 -0.96 0.274
H -1.63 0.22 0.23 0.244
H -0.16 -0.39 2.07 0.220
H 0.66 -3.01 2.10 0.461
H 0.38 -1.82 3.29 0.469
H 1.89 -1.81 2.51 0.452
H 0.24 -2.39 -1.66 0.424
H 1.55 -2.44 -0.58 0.407
H 0.40 2.61 -1.28 0.444
H 0.70 1.66 -0.07 0.460
H -0.86 2.33 -0.20 0.446
H 1.99 3.13 1.45 0.498
H 2.23 1.79 2.03 0.484
O 1.55 2.31 1.66 -0.963

(11)
25
Properties=species:S:1:pos:R:3:nbo_charge:R:1 method="wB97M-V/def2-TZVPD" e_above_lowest_kcal_mol=22.63 smiles=CNCC(C)C.O.O
C -0.89 0.93 -2.27 -0.412
N 0.43 0.34 -2.26 -0.640
C 1.15 0.56 -1.03 -0.217
C 0.94 -0.52 0.01 -0.230
C 1.34 -0.03 1.42 -0.604
C 1.65 -1.82 -0.38 -0.615
H -1.44 0.60 -1.37 0.182
H -0.91 2.02 -2.30 0.169
H -1.50 0.49 -3.06 0.206
H 0.94 0.59 -3.09 0.366
H 2.23 0.71 -1.22 0.196
H 0.93 1.56 -0.63 0.166
H -0.13 -0.76 0.03 0.182
H 2.22 -0.60 1.75 0.208
H 1.55 1.03 1.47 0.214
H 0.56 -0.31 2.12 0.189
H 1.54 -1.95 -1.47 0.224
H 2.71 -1.78 -0.10 0.203
H 1.11 -2.70 -0.04 0.211
O -1.77 -0.12 2.98 -0.943
H -1.27 -0.41 2.19 0.470
H -1.48 -0.76 3.63 0.477
O -3.65 1.09 1.06 -0.946
H -3.45 0.63 1.88 0.487
H -2.79 1.23 0.66 0.458

(12)
25
Properties=species:S:1:pos:R:3:nbo_charge:R:1 method="wB97M-V/def2-TZVPD" e_above_lowest_kcal_mol=72.99 smiles=CCN(C)CC.O.O
C 1.94 0.39 -1.97 -0.614
C 0.50 -0.25 -1.99 -0.240
N 0.08 -0.23 -0.53 -0.472
C 0.43 -1.54 0.02 -0.431
C -1.24 0.18 -0.36 -0.197
C -1.35 1.81 -0.64 -0.610
H 2.19 0.57 -0.96 0.220
H 2.70 -0.44 -2.42 0.188
H 2.05 1.23 -2.69 0.216
H 0.57 -1.31 -2.28 0.189
H -0.17 0.43 -2.54 0.205
H 1.35 -1.30 0.55 0.192
H 0.77 -2.28 -0.61 0.187
H -0.42 -2.01 0.51 0.201
H -1.55 0.11 0.72 0.189
H -1.84 -0.34 -1.01 0.162
H -1.28 2.08 -1.69 0.194
H -0.40 2.24 -0.29 0.209
H -2.13 2.29 -0.22 0.206
O -2.18 -0.07 3.49 -0.950
H -2.39 -0.58 2.75 0.465
H -1.26 0.07 3.59 0.486
O 1.17 -0.22 3.17 -0.926
H 1.18 0.23 2.36 0.473
H 1.28 -1.06 3.04 0.457

| no. | energy (eV) | Kohn-Sham gap (eV) |
| --- | --- | --- |
| 1 | -9538.3173 | 11.3 |
| 2 | -9539.0208 | 11.1 |
| 3 | -11586.2259 | 9.2 |
| 4 | -14730.0173 | 6.8 |
| 5 | -223775.9255 | 10.3 |
| 6 | -10481.3544 | 9.9 |
| 7 | -10481.4416 | 10.2 |
| 8 | -10481.1997 | 10.4 |
| 9 | -11973.8172 | 9.9 |
| 10 | -11960.8500 | 9.9 |
| 11 | -11045.2753 | 9.5 |
| 12 | -11043.0913 | 9.4 |